1.
Density functional theory data (ωB97M-V/def2-TZVPD) for a structure of composition C49H55BN7O2Ti at a distorted geometry.

Summary:
* gap between HOMO and LUMO: 6.2 eV
* 2S+1: 1
* E_HOMO: -10.848 eV
* charge: +1

CARTESIAN COORDINATES (ANGSTROEM)
Ti -0.179 -0.092 -0.101
O 3.240 -2.513 0.766
O -1.415 -1.210 -4.011
N 0.481 -1.813 -1.179
N -0.672 -0.128 2.040
N -1.642 1.164 0.089
N 0.586 2.007 0.940
N 1.672 -0.803 0.843
N -1.902 -2.047 0.351
N -0.920 0.044 -2.119
C -2.695 3.146 -3.268
C 1.108 4.296 2.430
C 2.213 -1.978 0.402
C 0.668 3.135 3.044
C -1.413 -1.137 2.512
C -1.580 -3.574 2.181
C 3.178 -0.133 4.202
C -4.359 0.378 -3.696
C 1.526 1.534 -5.405
C 2.457 -0.772 3.195
C 1.172 -2.128 4.938
C 1.798 -2.100 3.537
C -2.585 1.849 -2.762
C -2.296 -4.385 0.072
C -0.109 -2.160 -2.320
C 0.368 2.033 2.274
C -3.946 1.194 -2.458
C 1.763 -3.813 -1.256
C -2.010 -1.105 3.755
C -2.349 -3.074 -0.396
C 2.088 0.847 -3.096
C 2.826 -3.244 3.485
C -1.747 -0.029 4.582
C 1.172 4.318 1.061
C -0.295 1.816 -3.647
C -0.882 0.948 4.144
C -0.920 -1.067 -2.912
C 0.914 3.153 0.338
C 3.694 1.267 0.175
C 1.433 -2.602 -0.690
C 1.090 -4.208 -2.402
C 3.368 0.839 1.601
C -3.073 -2.815 -1.684
C 3.947 0.985 3.944
C -2.167 2.189 0.243
C -1.620 -2.303 1.638
C -4.192 0.392 -1.177
C -0.485 3.091 -4.160
C 0.965 3.203 -1.146
C 0.159 -3.344 -2.966
C 0.936 1.006 -4.095
C -1.869 -4.648 1.357
C 4.697 0.294 -0.466
C 2.474 -0.217 1.904
C 4.297 2.668 0.078
C -1.310 1.254 -2.832
C -0.373 0.895 2.851
C -1.655 3.785 -3.912
C 4.067 1.440 2.641
B -2.703 3.610 0.488
H 2.232 0.806 -5.808
H 4.495 1.468 4.745
H 1.766 0.444 -2.135
H 0.534 3.122 4.113
H -2.681 -1.898 4.052
H 1.419 5.221 0.519
H -2.297 3.909 1.597
H -2.628 -5.183 -0.580
H -2.977 -1.798 -2.035
H -1.781 4.797 -4.279
H 4.331 2.982 -0.967
H 2.333 -4.195 3.704
H -3.909 3.618 0.406
H -3.650 3.652 -3.185
H -3.419 -0.343 -0.974
H -2.192 4.281 -0.387
H 2.778 1.238 -0.410
H -1.308 -3.714 3.220
H -2.764 -3.506 -2.468
H 4.868 0.565 -1.512
H -4.639 2.035 -2.410
H 4.370 -0.739 -0.420
H -4.137 -2.985 -1.500
H 0.286 3.550 -4.765
H 1.944 -2.265 5.698
H -5.147 -0.130 -1.276
H -0.632 1.767 4.797
H 3.742 3.413 0.648
H 3.321 -3.317 2.521
H 2.564 -4.385 -0.811
H 2.827 0.150 -3.502
H 5.328 2.670 0.439
H 2.597 1.795 -2.917
H 0.627 -1.221 5.180
H -0.346 -3.548 -3.901
H 3.592 -3.077 4.247
H -4.270 1.045 -0.309
H -4.412 1.020 -4.578
H -1.812 -5.662 1.731
H 4.731 2.269 2.432
H 0.750 1.703 -6.153
H -3.645 -0.413 -3.917
H 1.341 5.175 3.018
H 1.326 -5.149 -2.884
H 2.071 2.470 -5.253
H 0.575 0.008 -4.322
H 1.024 -2.300 2.794
H 0.493 -2.980 5.031
H 5.652 0.359 0.062
H -2.190 0.036 5.567
H 0.323 4.006 -1.512
H 0.605 2.279 -1.574
H -5.346 -0.065 -3.539
H 1.980 3.396 -1.495
H 3.166 -0.540 5.205

Löwdin atomic charge list, values in e, 6 entries: number 1, Ti, carries 1.26; number 2, O, carries 0.08; number 3, O, carries 0.10; number 4, N, carries 0.06; number 5, N, carries 0.07; number 6, N, carries 0.04



2.
Density functional theory data (ωB97M-V/def2-TZVPD) for a cluster of 11 separate species, C38H76Br6O16 in total at a distorted geometry.

Summary:
* gap between HOMO and LUMO (spin up / spin down): 9.3 / 2.7 eV
* 2S+1: 2
* <S²>: 0.76
* E_HOMO (spin up / spin down): -11.948 / -11.948 eV
* charge: +1

CARTESIAN COORDINATES (ANGSTROEM)
Br 4.609 14.579 -1.333
Br 10.688 22.382 -3.980
Br 9.510 20.302 0.011
Br 12.117 17.937 3.174
Br 7.496 17.062 2.355
Br 8.676 16.833 -1.290
O 4.636 14.791 2.018
O 8.262 12.401 5.758
O 2.798 18.828 3.974
O 7.853 10.473 4.549
O 11.468 13.490 -1.023
O 9.928 14.168 0.574
O 8.914 17.617 6.558
O 7.296 19.206 6.708
O 16.306 17.926 2.888
O 11.934 22.605 2.316
O 10.897 15.678 5.709
O 4.500 13.989 4.135
O 16.419 18.369 5.215
O 4.067 19.940 5.625
O 10.408 22.723 4.025
O 13.014 14.955 6.335
C 9.368 23.236 3.211
C 4.847 13.895 2.953
C 5.059 19.561 3.563
C 15.199 16.414 4.351
C 2.251 21.273 6.406
C 6.304 11.164 6.156
C 9.483 12.693 5.161
C 3.820 19.404 4.397
C 5.493 12.681 2.396
C 7.441 15.702 6.211
C 9.175 13.286 3.794
C 3.022 19.939 6.578
C 10.548 20.907 -1.561
C 12.132 15.050 0.688
C 12.228 17.010 7.226
C 17.016 20.307 6.439
C 12.497 21.657 4.499
C 4.070 16.049 2.346
C 17.234 19.532 5.148
C 8.417 18.824 6.375
C 7.527 11.327 5.347
C 9.454 19.837 5.945
C 8.207 16.554 7.232
C 9.383 16.834 2.943
C 11.244 11.875 -2.742
C 4.048 16.994 1.164
C 10.192 18.075 2.586
C 11.553 22.326 3.468
C 15.953 17.681 4.097
C 14.473 13.280 5.395
C 6.085 15.871 -1.664
C 7.314 15.470 -0.960
C 9.580 21.531 -2.566
C 13.173 14.028 5.297
C 11.028 14.153 0.106
C 11.999 15.823 6.297
C 10.550 12.659 -1.621
C 8.298 22.111 3.067
H 9.190 20.847 6.259
H 13.293 17.214 7.333
H 11.740 17.034 8.200
H 8.675 12.607 3.104
H 15.361 13.908 5.325
H 15.679 15.924 5.199
H 12.027 21.247 5.393
H 6.357 15.833 -2.719
H 14.556 12.594 4.552
H 8.903 20.778 -2.968
H 9.096 15.982 7.499
H 4.581 16.545 3.171
H 10.221 11.855 -0.962
H 9.681 13.232 -1.944
H 12.994 20.796 4.051
H 5.110 11.800 2.911
H 18.266 19.186 5.091
H 5.177 12.734 1.354
H 6.577 12.735 2.496
H 11.165 21.720 -1.181
H 10.346 19.646 6.542
H 5.810 12.130 6.262
H 4.770 19.532 2.512
H 9.768 15.901 2.533
H 5.592 10.449 5.742
H 9.401 16.716 4.026
H 1.972 21.406 5.361
H 13.199 14.603 4.371
H 12.019 16.057 0.286
H 10.439 11.258 -3.141
H 9.739 19.013 2.906
H 3.074 15.956 2.779
H 2.902 22.100 6.691
H 7.141 15.460 0.116
H 7.592 22.426 2.299
H 1.291 21.149 6.908
H 7.695 14.474 -1.189
H 9.720 19.828 4.888
H 3.832 17.995 1.538
H 11.086 20.057 -1.981
H 6.649 10.777 7.115
H 8.021 15.491 5.312
H 12.344 13.342 5.124
H 7.305 14.790 6.792
H 16.030 20.739 6.608
H 11.958 17.921 6.691
H 17.170 19.619 7.270
H 6.434 16.022 5.943
H 15.191 15.753 3.485
H 7.854 21.957 4.051
H 7.623 16.901 8.085
H 12.043 15.064 1.774
H 10.045 13.366 5.809
H 5.507 20.536 3.757
H 8.738 21.158 2.774
H 14.541 12.621 6.261
H 12.115 11.324 -2.386
H 3.338 16.565 0.458
H 13.144 14.807 0.366
H 8.959 22.317 -2.137
H 14.201 16.645 4.724
H 5.033 17.053 0.701
H 5.663 18.714 3.888
H 17.690 21.150 6.588
H 9.737 23.602 2.253
H 8.683 14.255 3.885
H 10.108 11.811 5.018
H 5.728 16.873 -1.424
H 11.663 12.503 -3.529
H 17.004 20.062 4.224
H 13.224 22.322 4.966
H 8.890 24.089 3.693
H 10.131 13.593 3.370
H 2.462 19.004 6.604
H 10.211 18.076 1.497
H 3.478 20.011 7.565

Löwdin atomic charge list, values in e, 6 entries: number 1, Br, carries 0.73; number 2, Br, carries 0.63; number 3, Br, carries 0.71; number 4, Br, carries 0.74; number 5, Br, carries 0.96; number 6, Br, carries 0.90



3.
Density functional theory data (ωB97M-V/def2-TZVPD) for a structure of composition C4H9I2N2 at a distorted geometry.

Summary:
* gap between HOMO and LUMO: 8.4 eV
* 2S+1: 1
* E_HOMO: -11.953 eV
* charge: +1
* energy relative to the best compared isomer or geometry (same formula, charge and spin): 1.269 eV

CARTESIAN COORDINATES (ANGSTROEM)
I -1.365 1.559 -0.359
I -0.568 0.730 4.556
N 1.160 0.998 -2.806
N 1.416 -0.168 -0.533
C -1.662 -0.787 1.601
C 1.540 -0.883 0.336
C -1.011 1.434 2.665
C -1.188 0.584 1.682
H 1.279 0.315 -3.490
H -2.473 -0.820 0.845
H -0.872 -1.467 1.295
H 0.165 1.208 -3.040
H 1.240 0.412 -1.745
H -2.108 -1.116 2.500
H 1.681 1.878 -2.956
H 1.441 -1.424 1.306
H -0.676 2.463 2.556

Löwdin atomic charge list, values in e, 6 entries: number 1, I, carries 0.79; number 2, I, carries 0.89; number 3, N, carries 0.16; number 4, N, carries 0.10; number 5, C, carries -0.20; number 6, C, carries 0.09



4.
Density functional theory data (ωB97M-V/def2-TZVPD) for a cluster of 5 separate species, C12H30NO16PS4Si in total at a distorted geometry.

Summary:
* gap between HOMO and LUMO: 8.2 eV
* 2S+1: 1
* E_HOMO: -7.878 eV
* SMILES: CP(C)[SiH2]CCN.O=S1(=O)OCCO1.O=S1(=O)OCCO1.O=S1(=O)OCCO1.O=S1(=O)OCCO1

CARTESIAN COORDINATES (ANGSTROEM)
S -1.044 6.077 4.193
S 1.914 0.767 -5.161
S 3.057 -1.745 3.977
S -1.250 -5.479 0.137
P 0.117 0.868 -0.044
Si -0.927 -0.403 -1.493
O 2.655 1.693 -4.335
O 2.029 1.262 -6.710
O 1.700 -1.123 4.634
O 2.997 -3.202 4.707
O -0.045 6.140 2.905
O 0.323 1.067 -4.961
O 2.118 -0.663 -5.119
O -1.324 -4.674 1.333
O 4.189 -1.020 4.509
O -1.503 4.521 4.028
O 0.165 -6.290 0.148
O -0.923 -4.502 -1.127
O -2.184 6.923 3.929
O 2.838 -1.934 2.562
O -0.242 6.185 5.391
O -2.293 -6.398 -0.261
N -4.245 -0.023 0.363
C 2.061 -3.144 5.781
C -1.033 4.017 2.779
C -2.712 0.285 -1.791
C 0.232 4.812 2.468
C -0.129 1.898 -6.027
C -3.427 0.939 -0.472
C 0.848 -6.048 -1.081
C 0.099 2.623 -0.800
C 0.452 -4.630 -1.485
C 1.875 0.257 0.373
C 0.723 1.504 -7.230
C 0.994 -2.150 5.328
H -0.780 3.211 -0.297
H 0.585 -4.454 -2.555
H -5.227 -0.125 0.023
H 0.493 -6.780 -1.814
H 1.647 -4.134 5.987
H -0.839 2.943 2.850
H 1.085 4.437 3.045
H 0.754 2.290 -7.989
H 1.927 -6.158 -0.950
H -0.165 2.569 -1.961
H 2.394 -0.393 -0.450
H 1.147 3.156 -0.729
H 0.360 0.576 -7.683
H 2.588 -2.778 6.669
H 0.438 -1.729 6.170
H 1.801 -0.352 1.398
H -3.772 -0.944 0.505
H 0.294 -2.616 4.627
H -0.878 -1.841 -1.209
H -2.593 1.159 -2.596
H -1.197 1.750 -6.206
H 2.503 1.232 0.660
H -3.365 -0.541 -2.344
H -0.216 -0.226 -2.786
H -1.807 4.197 2.026
H -2.683 1.480 0.276
H 0.050 2.940 -5.742
H 1.022 -3.886 -0.920
H 0.481 4.800 1.404
H -4.152 1.808 -0.855

Löwdin atomic charge list, values in e, 6 entries: number 1, S, carries 0.68; number 2, S, carries 0.66; number 3, S, carries 0.68; number 4, S, carries 0.67; number 5, P, carries 0.63; number 6, Si, carries 0.44



5.
Density functional theory data (ωB97M-V/def2-TZVPD) for a structure of composition H32O16Rb at a distorted geometry.

Summary:
* gap between HOMO and LUMO: 9.4 eV
* 2S+1: 1
* E_HOMO: -12.770 eV
* charge: +1
* energy relative to the best compared isomer or geometry (same formula, charge and spin): 0.857 eV

CARTESIAN COORDINATES (ANGSTROEM)
Rb -0.191 0.050 0.208
O -1.592 -1.840 -4.070
O 0.756 1.404 -2.845
O 3.533 -2.532 1.894
O 1.777 5.001 1.174
O 0.789 2.167 4.615
O 2.484 0.657 0.063
O 0.446 -4.503 0.798
O 1.030 -0.383 3.414
O -0.187 -2.245 -1.617
O -0.814 2.594 -0.892
O -3.802 0.623 0.756
O -1.619 1.367 2.273
O 2.423 -3.334 -3.076
O -1.249 -2.552 1.970
O -3.934 2.834 -0.768
O 1.977 -0.137 -5.314
H 0.260 2.964 4.642
H 0.899 0.469 3.832
H 0.471 -5.057 1.578
H 0.188 1.744 -2.154
H 1.140 -0.043 -5.769
H -1.835 -1.359 -4.861
H 3.555 -2.738 0.960
H -2.981 0.612 1.248
H 1.778 -0.763 3.874
H 2.512 4.631 0.686
H -4.448 0.255 1.360
H -4.460 2.579 -1.526
H 1.007 4.553 0.824
H 1.748 -2.756 -2.721
H -0.563 -3.115 -1.481
H 2.904 0.989 0.856
H -3.981 2.082 -0.178
H -0.568 -1.945 -2.442
H -2.421 -1.991 -3.616
H -1.291 2.184 2.650
H 2.797 -1.927 1.990
H 2.300 -4.161 -2.609
H -2.135 -2.817 1.720
H 3.083 0.897 -0.644
H 1.226 2.139 5.467
H -1.321 -2.321 2.896
H 1.765 0.004 -4.391
H -1.741 2.572 -0.655
H 1.019 2.179 -3.342
H 0.162 -3.648 1.119
H -0.547 3.499 -0.732
H -2.351 1.120 2.838

Löwdin atomic charge list, values in e, 6 entries: number 1, Rb, carries 1.10; number 2, O, carries -0.03; number 3, O, carries -0.05; number 4, O, carries -0.04; number 5, O, carries -0.03; number 6, O, carries -0.03



> Among the records above, which one has the highest 2S+1?

C38H76Br6O16



> Which of these has the highest 2S+1?

C38H76Br6O16